C20H33BrN2O8P2S | the ωB97M-V functional and the def2-TZVPD basis

Atoms and positions in Å:
C -2.11659 -4.87254 -0.89117
C -0.63510 -4.30041 -0.95936
O -0.57906 -2.92504 -1.42254
P 0.42954 -2.75162 -2.74339
O 1.74482 -3.47331 -2.50977
C 0.90074 -0.94859 -3.03815
C 1.09967 -0.19695 -1.65029
C -0.24705 0.60805 -1.30067
C -0.02091 1.81100 -0.33590
C -0.57305 3.20366 -0.68770
C -1.42116 3.45385 -2.00002
C -2.67431 2.49524 -2.09101
O -3.86688 3.15446 -2.59286
C -4.58427 2.12416 -3.25844
C -5.33311 1.04153 -2.37539
O -4.61344 2.02268 -4.46280
C -0.35600 4.39554 0.16505
O -0.83859 5.66841 -0.19898
C 0.41013 4.30906 1.45948
N 0.71865 5.26448 2.39227
S 1.63819 4.57392 3.61829
N 1.62329 3.02133 3.01284
C 0.94606 2.91021 1.81597
C 0.72710 1.67736 0.95020
P 1.42979 0.05617 1.56683
O 1.95054 0.16076 3.17532
Br -0.34897 -1.39629 1.54727
O -0.28537 -3.46321 -4.08863
C -1.29034 -2.62836 -4.70944
C -2.58850 -2.40465 -3.82833
H -2.45266 -4.93549 0.18703
H -2.85660 -4.29421 -1.50253
H -2.14898 -5.93548 -1.27195
H -0.03288 -5.00806 -1.58800
H -0.25722 -4.29082 0.10598
H 1.90170 -0.94915 -3.55972
H 0.15321 -0.41856 -3.68554
H 1.97537 0.49867 -1.62684
H 1.15597 -1.00717 -0.86225
H -1.05962 -0.09814 -0.96801
H -0.59598 1.02034 -2.29789
H -1.82397 4.50912 -2.01158
H -0.74730 3.37734 -2.90594
H -2.87092 1.92115 -1.13713
H -2.40953 1.69965 -2.85907
H -4.62567 0.58501 -1.61666
H -6.16081 1.53647 -1.80454
H -5.68717 0.17512 -3.00211
H -1.65548 5.84920 0.30476
H 1.24943 0.51480 3.75497
H -1.63742 -3.19264 -5.62735
H -0.87579 -1.65438 -5.11394
H -2.91406 -3.41337 -3.46592
H -2.40031 -1.69644 -2.96602
H -3.39790 -1.98936 -4.50054
C 4.06345 -0.82616 7.21540
C 5.17844 -0.93619 6.18661
C 5.82964 0.41457 5.93121
O 4.65061 -1.44783 4.96613
H 3.27532 -0.15280 6.86430
H 3.59784 -1.80013 7.38124
H 4.44145 -0.45246 8.16996
H 5.93131 -1.64675 6.53562
H 5.10061 1.12937 5.53709
H 6.62040 0.32336 5.18354
H 6.26043 0.82543 6.84740
H 3.97926 -0.82493 4.64357

Net charge ... 0
E_HOMO ... -8.63 eV
SMILES ... CCOP(=O)(CCCc1c(CCOC(C)=O)c(O)c2nsnc2c1P(O)Br)OCC.CC(C)O

=====

C2HN4S | the ωB97M-V functional and the def2-TZVPD basis

Atoms and positions in Å:
C -0.16126 -1.55222 0.41813
C 0.40405 -0.76613 -0.64138
N -0.35430 2.07537 0.58771
N 0.49813 1.56063 -0.02820
N -0.72136 -2.33842 1.07489
N -1.06423 2.56654 1.36314
S -0.09296 -1.02643 -2.19090
H 1.49193 -0.51933 -0.58340

Net charge ... -1
Energy above the lowest of the compared OMol25 structures with the same formula, charge and spin ... 42.1 kcal/mol
E_HOMO (spin up / spin down) ... -3.79 / -3.78 eV

=====

C6H19BCsN | the ωB97M-V functional and the def2-TZVPD basis

Atoms and positions in Å:
Cs 0.70877 -2.35776 -4.60827
B -3.99811 -3.44370 -3.47516
H -3.66633 -3.96546 -4.35942
H -3.86881 -4.20652 -2.72307
H -3.46279 -2.56131 -3.16040
H -5.05707 -3.25252 -3.55444
C 0.02969 2.03350 -0.78682
C 1.08623 1.72295 0.22948
N 0.85202 0.37330 0.79698
C -0.40445 0.24855 1.48988
C -0.73176 1.27158 2.47265
C 2.03004 0.13235 1.68733
C 3.31437 -0.08995 0.88208
H 0.28973 2.84208 -1.46994
H -0.93533 2.23762 -0.32296
H -0.02606 1.10055 -1.34771
H 1.97094 1.61968 -0.39880
H 1.10964 2.50987 0.98335
H -1.22204 0.14308 0.77678
H -0.39070 -0.82730 1.66437
H -1.00231 2.21695 2.00237
H -1.53905 0.90167 3.10475
H 0.04057 1.54180 3.19280
H 1.89472 -0.81377 2.21141
H 2.15114 0.89640 2.45522
H 3.97056 -0.53732 1.62867
H 3.69755 0.90859 0.67190
H 3.15882 -0.64493 -0.04306

Net charge ... 0
Energy above the lowest of the compared OMol25 structures with the same formula, charge and spin ... 83.3 kcal/mol
E_HOMO ... -6.77 eV

=====

So what do the calculations give for E_tot? Going down the list: -140089.3974 -18883.8723 -9239.2199 eV.